[1]
10 unconnected molecules or ions with the total composition C70H158N10O10 in a non-equilibrium geometry. Source: the OMol25 dataset; level of theory: ωB97M-V with the def2-TZVPD basis set.

Last column: Mulliken charge in e.
Element x y z (Å)
C1 7.099 -6.617 0.216  -1.57
C2 6.601 -5.947 1.451  0.98
C3 5.081 -5.809 1.617  0.02
O1 4.881 -5.108 2.803  -0.32
C4 3.573 -5.056 3.344  -1.00
N1 7.175 -6.512 2.604  -0.79
H1 8.187 -6.590 0.157  0.38
H2 6.762 -6.122 -0.695  0.29
H3 6.742 -7.646 0.195  0.40
H4 7.020 -4.941 1.443  -0.26
H5 4.660 -6.812 1.695  0.70
H6 4.725 -5.287 0.729  -0.31
H7 3.124 -6.012 3.613  0.47
H8 2.869 -4.541 2.690  0.16
H9 3.529 -4.527 4.296  0.38
H10 6.679 -7.385 2.715  0.30
H11 6.904 -5.948 3.397  0.32
C5 -0.952 6.500 -0.400  -1.51
C6 0.537 6.384 -0.572  0.29
C7 1.119 5.002 -0.553  1.03
O2 2.481 5.030 -0.966  -0.52
C8 3.121 3.883 -0.693  -0.42
N2 0.729 7.032 -1.893  -0.75
H12 -1.495 5.687 -0.881  0.15
H13 -1.345 7.476 -0.688  0.50
H14 -1.123 6.345 0.665  0.34
H15 1.199 6.952 0.082  0.67
H16 0.676 4.405 -1.350  -0.60
H17 0.813 4.580 0.404  -0.35
H18 3.135 3.770 0.391  0.36
H19 4.095 3.890 -1.182  0.42
H20 2.625 3.012 -1.121  -0.05
H21 0.606 6.332 -2.611  0.13
H22 1.723 7.130 -2.044  0.42
C9 -0.415 1.269 -0.936  -0.49
C10 0.214 0.861 0.461  1.59
C11 0.185 -0.649 0.639  -0.72
O3 0.479 -0.881 2.006  1.24
C12 0.934 -2.185 2.326  -0.72
N3 1.603 1.405 0.489  0.94
H23 -0.022 2.243 -1.229  -0.45
H24 -1.504 1.311 -0.911  0.04
H25 -0.179 0.522 -1.693  0.14
H26 -0.335 1.374 1.251  -0.55
H27 0.813 -1.107 -0.126  -0.06
H28 -0.829 -1.010 0.471  -0.46
H29 0.178 -2.950 2.154  0.51
H30 1.188 -2.268 3.383  -0.02
H31 1.825 -2.385 1.731  -0.21
H32 2.264 0.818 0.000  -0.33
H33 1.770 1.173 1.458  -0.82
C13 3.228 -3.013 -3.977  -1.27
C14 2.648 -2.978 -2.565  0.80
C15 2.888 -4.291 -1.793  -0.97
O4 2.334 -5.437 -2.458  -0.40
C16 2.649 -6.681 -1.849  -0.73
N4 2.955 -1.713 -1.859  0.36
H34 2.568 -2.705 -4.788  0.05
H35 3.683 -3.978 -4.201  0.42
H36 4.121 -2.395 -4.077  0.34
H37 1.562 -2.953 -2.657  0.08
H38 2.533 -4.190 -0.768  0.32
H39 3.956 -4.288 -1.574  0.35
H40 2.379 -6.679 -0.793  0.27
H41 3.692 -6.959 -1.999  0.27
H42 2.046 -7.478 -2.283  0.32
H43 3.932 -1.794 -1.616  -0.27
H44 2.767 -0.848 -2.345  -0.07
C17 -5.205 4.297 -0.770  -1.82
C18 -5.119 4.858 -2.201  1.50
C19 -5.640 6.344 -2.038  -1.42
C20 -5.288 7.196 -3.286  -0.83
C21 -3.804 7.075 -3.590  -1.08
C22 -3.352 5.619 -3.911  2.13
N5 -3.780 4.685 -2.859  0.66
O5 -3.396 3.311 -3.061  0.30
C23 -3.889 5.345 -5.304  -1.78
C24 -1.823 5.602 -3.960  -1.57
C25 -6.183 4.137 -3.004  -1.49
H45 -4.527 4.796 -0.077  0.34
H46 -5.072 3.216 -0.805  0.07
H47 -6.153 4.543 -0.293  0.46
H48 -6.702 6.333 -1.791  0.47
H49 -5.119 6.720 -1.158  0.47
H50 -5.563 8.233 -3.093  0.46
H51 -5.832 6.899 -4.182  0.34
H52 -3.406 7.459 -2.651  0.06
H53 -3.638 7.748 -4.431  0.47
H54 -3.195 5.752 -6.039  0.49
H55 -4.082 4.311 -5.592  0.21
H56 -4.849 5.813 -5.521  0.30
H57 -1.393 6.378 -4.593  0.82
H58 -1.324 5.687 -2.995  -0.60
H59 -1.401 4.670 -4.334  -0.10
H60 -6.273 4.496 -4.029  0.34
H61 -7.163 4.031 -2.539  0.41
H62 -5.826 3.114 -3.121  0.10
H63 -2.645 3.235 -2.467  0.05
C26 -3.595 -2.998 0.632  -1.66
C27 -3.979 -2.953 -0.871  1.81
C28 -5.059 -4.012 -1.132  -1.31
C29 -5.737 -3.836 -2.481  -0.87
C30 -6.280 -2.350 -2.691  -1.33
C31 -5.263 -1.257 -2.415  1.86
N6 -4.490 -1.623 -1.209  -0.03
O6 -3.532 -0.614 -0.874  0.58
C32 -4.320 -1.131 -3.669  -2.09
C33 -6.067 0.014 -2.178  -1.90
C34 -2.699 -3.400 -1.744  -1.76
H64 -4.322 -2.479 1.258  0.48
H65 -2.680 -2.419 0.759  -0.24
H66 -3.531 -4.013 1.024  0.48
H67 -4.701 -5.032 -0.992  0.41
H68 -5.854 -3.974 -0.387  0.49
H69 -6.661 -4.409 -2.555  0.45
H70 -5.175 -4.128 -3.369  0.37
H71 -7.133 -2.258 -2.019  0.47
H72 -6.611 -2.300 -3.728  0.39
H73 -3.441 -0.563 -3.365  0.25
H74 -4.014 -2.068 -4.134  0.40
H75 -4.798 -0.642 -4.518  0.62
H76 -6.624 -0.017 -1.242  0.51
H77 -5.404 0.878 -2.131  0.03
H78 -6.708 0.176 -3.045  0.49
H79 -2.105 -4.227 -1.353  0.49
H80 -1.908 -2.652 -1.802  0.20
H81 -2.959 -3.771 -2.735  0.35
H82 -3.881 -0.248 -0.057  0.03
C35 -3.660 1.438 4.538  -1.84
C36 -2.731 1.417 3.348  2.16
C37 -2.947 2.668 2.492  -1.65
C38 -2.334 4.024 2.985  -1.07
C39 -0.855 3.758 3.125  -0.65
C40 -0.464 2.480 4.043  1.84
N7 -1.255 1.308 3.611  0.55
O7 -0.848 0.154 4.280  1.22
C41 1.096 2.176 3.980  -1.70
C42 -0.839 2.932 5.454  -1.76
C43 -3.133 0.201 2.465  -0.69
H83 -4.649 1.069 4.266  0.48
H84 -3.866 2.479 4.787  0.53
H85 -3.292 0.933 5.431  0.16
H86 -2.628 2.466 1.469  -0.03
H87 -4.025 2.770 2.363  0.70
H88 -2.898 4.273 3.883  0.45
H89 -2.511 4.910 2.376  0.44
H90 -0.581 4.690 3.618  0.60
H91 -0.360 3.875 2.161  -0.64
H92 1.491 2.221 2.965  -0.30
H93 1.540 2.984 4.561  0.59
H94 1.180 1.189 4.434  0.36
H95 -1.900 3.126 5.614  0.36
H96 -0.500 2.267 6.248  0.35
H97 -0.418 3.920 5.637  0.50
H98 -2.517 0.182 1.567  -0.67
H99 -4.193 0.229 2.214  0.96
H100 -3.219 -0.746 2.997  -0.47
H101 -0.265 -0.278 3.651  -0.38
C44 -1.066 -6.003 6.454  -2.10
C45 -1.120 -4.508 6.182  1.53
C46 -1.741 -4.461 4.742  -1.84
C47 -2.233 -2.997 4.424  1.48
C48 -3.160 -2.478 5.490  -0.53
C49 -2.449 -2.430 6.861  1.51
N8 -1.997 -3.817 7.184  0.23
O8 -1.425 -4.010 8.441  -0.47
C50 -1.239 -1.403 6.970  -1.41
C51 -3.451 -2.052 7.959  -2.05
C52 0.365 -4.084 6.175  -1.19
H102 -2.090 -6.341 6.616  0.53
H103 -0.672 -6.108 7.465  0.52
H104 -0.412 -6.537 5.765  0.36
H105 -1.020 -4.783 3.991  0.38
H106 -2.525 -5.218 4.701  0.46
H107 -2.785 -3.102 3.490  -0.16
H108 -1.320 -2.449 4.193  -0.88
H109 -4.012 -3.156 5.433  0.65
H110 -3.451 -1.461 5.226  -0.09
H111 -0.455 -1.690 6.269  0.06
H112 -1.473 -0.406 6.595  0.27
H113 -0.853 -1.426 7.988  0.47
H114 -2.940 -1.873 8.905  0.42
H115 -3.916 -1.110 7.668  0.37
H116 -4.236 -2.784 8.151  0.44
H117 0.885 -5.029 6.018  0.44
H118 0.714 -3.532 7.048  0.18
H119 0.770 -3.513 5.340  0.12
H120 -2.025 -4.663 8.807  0.37
C53 2.665 2.868 -6.495  -2.09
C54 1.454 2.242 -5.752  2.02
C55 0.248 3.045 -6.262  -1.64
C56 -1.076 2.410 -5.880  0.65
C57 -1.111 0.958 -6.344  -2.12
C58 0.106 0.058 -5.971  2.26
N9 1.374 0.843 -6.127  0.27
O9 2.567 0.137 -5.881  -0.36
C59 -0.194 -0.518 -4.587  -0.91
C60 0.069 -1.093 -7.027  -1.89
C61 1.538 2.311 -4.175  -1.60
H121 3.634 2.466 -6.199  0.43
H122 2.727 3.937 -6.293  0.38
H123 2.651 2.722 -7.575  0.47
H124 0.139 4.072 -5.913  0.49
H125 0.288 3.106 -7.349  0.44
H126 -1.944 2.942 -6.269  0.56
H127 -1.187 2.375 -4.796  -0.47
H128 -1.393 0.931 -7.396  0.50
H129 -2.031 0.578 -5.900  0.34
H130 -0.334 0.311 -3.894  0.07
H131 -1.072 -1.153 -4.463  0.50
H132 0.623 -1.153 -4.246  -0.47
H133 0.803 -1.866 -6.798  0.35
H134 -0.875 -1.634 -6.973  0.39
H135 0.273 -0.929 -8.086  0.43
H136 2.271 1.578 -3.840  0.42
H137 0.611 1.949 -3.730  -0.18
H138 1.753 3.282 -3.729  0.47
H139 2.869 0.071 -6.790  0.35
C62 8.415 -1.762 0.712  -2.04
C63 7.031 -1.232 0.532  1.51
C64 6.086 -2.374 0.983  -1.35
C65 4.634 -1.839 1.239  2.91
C66 4.675 -0.604 2.139  -1.58
C67 5.602 0.545 1.680  2.33
N10 6.897 0.001 1.340  0.47
O10 7.834 0.974 1.067  -0.50
C68 4.977 1.245 0.480  -0.91
C69 5.700 1.507 2.928  -2.04
C70 6.934 -1.020 -1.086  -1.63
H140 9.075 -1.057 0.207  0.48
H141 8.444 -2.743 0.237  0.37
H142 8.713 -1.942 1.745  0.41
H143 6.040 -3.264 0.355  0.67
H144 6.387 -2.816 1.933  0.38
H145 4.105 -2.616 1.792  -0.75
H146 4.070 -1.547 0.354  -1.55
H147 4.984 -0.990 3.111  0.57
H148 3.621 -0.327 2.130  -0.28
H149 5.657 2.040 0.173  0.66
H150 4.705 0.630 -0.378  -0.33
H151 4.061 1.744 0.797  -0.44
H152 6.375 0.977 3.600  0.57
H153 6.181 2.468 2.742  0.40
H154 4.734 1.646 3.414  0.20
H155 6.034 -0.489 -1.398  0.31
H156 7.097 -1.868 -1.751  0.34
H157 7.701 -0.308 -1.390  0.50
H158 8.209 1.177 1.927  0.37

E_HOMO	-8.110	eV
ΔE to the lowest compared entry with this formula, charge and spin	113.3	kcal per mole
total charge	0
2S+1	1
HOMO-LUMO gap	8.5	eV
strongest force on any atom	0.0633	Eh/bohr


[2]
A single C24H25NO2 molecule. Source: the OMol25 dataset; level of theory: ωB97M-V with the def2-TZVPD basis set.

Last column: Mulliken charge in e.
Element x y z (Å)
C1 -4.308 0.327 -3.083  -0.82
H1 -5.155 -0.106 -3.614  0.24
O1 -4.606 0.188 -1.715  -0.47
C2 -3.702 0.647 -0.804  0.78
C3 -2.491 1.255 -1.115  -0.32
C4 -1.646 1.669 -0.100  -0.54
C5 -1.981 1.487 1.235  0.88
C6 -3.199 0.890 1.539  -0.47
C7 -4.052 0.478 0.536  -0.69
H2 -4.999 0.014 0.764  0.43
H3 -3.492 0.753 2.570  0.40
C8 -0.989 1.854 2.307  -1.83
N1 0.028 0.815 2.438  0.19
C9 1.188 0.974 1.751  0.42
O2 1.407 1.982 1.102  -0.66
C10 2.237 -0.118 1.866  -1.19
H4 1.992 -0.855 2.628  0.52
H5 3.157 0.392 2.161  0.69
C11 2.513 -0.846 0.525  0.24
C12 1.390 -1.782 0.156  0.09
C13 1.649 -3.135 -0.021  -0.77
C14 0.635 -4.018 -0.351  -0.75
C15 -0.662 -3.560 -0.507  -0.67
C16 -0.934 -2.213 -0.337  -1.03
C17 0.083 -1.334 -0.010  0.40
H6 -0.147 -0.288 0.110  0.54
H7 -1.941 -1.839 -0.455  0.36
H8 -1.455 -4.248 -0.762  0.43
H9 0.858 -5.066 -0.484  0.36
H10 2.658 -3.506 0.098  0.43
C18 2.878 0.151 -0.558  -0.03
C19 4.078 0.843 -0.433  -0.38
C20 4.465 1.776 -1.375  -0.80
C21 3.659 2.028 -2.472  -0.41
C22 2.475 1.330 -2.618  -1.07
C23 2.089 0.396 -1.672  0.39
H11 1.165 -0.144 -1.815  0.50
H12 1.843 1.512 -3.475  0.40
H13 3.955 2.762 -3.207  0.39
H14 5.397 2.309 -1.252  0.37
H15 4.720 0.650 0.416  0.35
H16 3.405 -1.463 0.700  0.73
C24 -0.345 -0.377 3.164  -1.04
H17 -1.394 -0.301 3.439  0.33
H18 0.243 -0.481 4.081  0.37
H19 -0.227 -1.275 2.554  0.35
H20 -0.465 2.773 2.033  0.44
H21 -1.481 1.988 3.274  0.55
H22 -0.704 2.137 -0.348  0.30
H23 -2.192 1.410 -2.140  0.42
H24 -4.204 1.379 -3.368  0.32
H25 -3.396 -0.215 -3.354  0.32

E_HOMO	-8.404	eV
ΔE to the lowest compared entry with this formula, charge and spin	24.8	kcal per mole
total charge	0
2S+1	1
HOMO-LUMO gap	9.1	eV
strongest force on any atom	0.0088	Eh/bohr


[3]
A single CH2N2S molecule in a non-equilibrium geometry. Source: the OMol25 dataset; level of theory: ωB97M-V with the def2-TZVPD basis set.

Last column: Mulliken charge in e.
Element x y z (Å)
C1 -0.356 0.867 -0.467  0.40
N1 -0.302 1.643 -1.330  -0.39
N2 -0.303 -0.003 0.554  -0.37
S1 0.500 -1.536 0.292  -0.09
H1 -1.043 -0.179 1.197  0.29
H2 1.504 -0.793 -0.246  0.15

E_HOMO	-9.426	eV
ΔE to the lowest compared entry with this formula, charge and spin	9.0	kcal per mole
total charge	0
2S+1	1
HOMO-LUMO gap	9.4	eV
strongest force on any atom	0.0286	Eh/bohr


[4]
A single C5H10N2O4 molecule in a non-equilibrium geometry. Source: the OMol25 dataset; level of theory: ωB97M-V with the def2-TZVPD basis set.

Last column: Mulliken charge in e.
Element x y z (Å)
C1 -1.824 0.675 0.150  0.33
C2 -0.460 0.071 0.479  0.56
C3 -2.779 -0.310 -0.600  -0.59
C4 1.850 0.531 0.912  -0.67
C5 2.672 -0.178 -0.203  0.64
H1 -1.580 1.816 -1.475  0.22
H2 -2.514 2.568 -0.347  0.27
H3 -2.324 0.784 1.109  0.29
H4 -3.774 0.175 -0.811  0.29
H5 -2.257 -0.504 -1.596  0.28
H6 -2.140 -1.856 0.283  0.36
H7 0.353 1.888 0.217  0.28
H8 1.879 -0.117 1.782  0.31
H9 2.416 1.457 1.159  0.34
H10 1.278 -1.455 -0.190  0.40
N1 -1.713 1.947 -0.491  -0.71
N2 0.559 0.953 0.470  -0.15
O1 -0.318 -1.151 0.601  -0.85
O2 -3.027 -1.493 0.133  -0.55
O3 3.735 0.209 -0.604  -0.56
O4 2.108 -1.289 -0.681  -0.49

E_HOMO	-9.927	eV
ΔE to the lowest compared entry with this formula, charge and spin	0.0	kcal per mole
total charge	0
2S+1	1
HOMO-LUMO gap	10.4	eV
strongest force on any atom	0.0528	Eh/bohr


Question: Number 2 is which compound?
Answer: C24H25NO2


Question: What is the E_HOMO in the first record?
Answer: -8.110 eV